273
Properties=species:S:1:pos:R:3:mulliken_charge:R:1 method="wB97M-V/def2-TZVPD" e_tot_ha=-5025.57517 e_lumo_ev=0.56 relative_energy_kcal_mol=64.2 multiplicity=1 orbital_gap_ev=8.981 charge=0 smiles=COCCNCCOC.COCCNCCOC.COCCNCCOC.COCCNCCOC.COCCNCCOC.COCCNCCOC.COCCNCCOC.COCCNCCOC.COCCNCCOC.COCCNCCOC.COCCNCCOC.CCO
C -6.58277 8.05166 2.68774 -1.0699
O -5.24476 7.59210 2.37502 -0.2261
C -4.91059 7.84790 1.05665 -0.5766
C -3.37487 7.98206 0.90403 -1.0250
N -2.58685 6.80576 1.28102 0.0893
C -2.93095 5.52778 0.67525 -1.6201
C -1.92758 4.51479 1.17880 0.1706
O -1.84998 4.56489 2.56783 -0.3378
C -0.81968 3.81918 3.04273 -0.9241
H -7.09370 8.27516 1.80462 0.5116
H -6.48884 8.91451 3.21026 0.3547
H -7.08014 7.25581 3.15193 0.2559
H -5.41375 8.73453 0.73755 0.6353
H -5.20291 7.00058 0.47249 0.2827
H -2.90290 8.78940 1.46383 0.4868
H -3.07821 8.17403 -0.16373 0.2134
H -2.55286 6.78336 2.29807 0.2736
H -2.91427 5.74937 -0.34458 0.8872
H -3.99818 5.17285 0.83153 0.2196
H -0.91504 4.69137 0.84161 0.2491
H -2.26534 3.53950 0.91910 -0.0840
H -0.94277 2.78358 2.77625 0.4013
H -0.81740 3.83378 4.14113 0.4702
H 0.15877 4.19125 2.65103 0.1467
C 2.34065 -4.34520 -3.37178 -0.7335
O 3.66602 -4.24987 -2.94582 -0.1382
C 4.21693 -5.49412 -2.52540 -0.2629
C 5.76988 -5.37002 -2.45847 -0.7245
N 6.22746 -4.97634 -3.81334 -0.2410
C 7.57661 -4.58082 -4.08060 -0.6369
C 8.44680 -5.82230 -4.48892 -0.7441
O 8.96074 -6.49694 -3.38210 -0.2590
C 9.82368 -7.54912 -3.58957 -0.7146
H 1.84042 -3.36431 -3.21709 -0.0519
H 1.75460 -5.07217 -2.80827 0.3886
H 2.32970 -4.56351 -4.43790 0.3618
H 3.88142 -6.29975 -3.19372 0.6405
H 3.86636 -5.68941 -1.45527 -0.0027
H 6.26898 -6.34150 -2.18020 0.3606
H 5.97658 -4.59894 -1.67377 0.3109
H 5.70641 -4.19781 -4.04781 0.1729
H 8.12486 -4.11674 -3.25309 0.3161
H 7.66432 -3.91160 -4.96780 0.3872
H 9.36365 -5.47080 -5.03630 0.4454
H 7.94715 -6.51590 -5.14021 0.3914
H 10.15529 -8.01327 -2.63797 0.2193
H 10.68792 -7.14547 -4.11539 0.2945
H 9.41868 -8.28421 -4.29748 0.3026
C 3.07070 -5.78187 1.57396 -0.7939
O 2.75842 -4.62786 0.79045 0.1888
C 3.50301 -3.54439 1.28886 -1.1063
C 3.08346 -2.27998 0.65535 1.9483
N 3.88309 -1.96277 -0.50243 -0.3713
C 3.32569 -0.94595 -1.39954 0.2466
C 3.44277 0.45849 -0.89036 -1.2857
O 2.20295 0.86994 -0.33014 0.7718
C 2.35378 2.08701 0.30306 -0.5179
H 4.17652 -5.91849 1.71336 0.3398
H 2.56015 -6.65799 1.21241 0.3413
H 2.65203 -5.61337 2.56769 0.0259
H 4.58548 -3.83654 1.24483 0.3379
H 3.28015 -3.40465 2.35810 0.4689
H 3.08247 -1.49153 1.46318 -0.9631
H 2.02472 -2.51915 0.40815 -0.5506
H 3.95211 -2.81001 -1.08629 -0.1070
H 2.28640 -1.17122 -1.65359 -0.1778
H 3.97677 -0.98459 -2.31093 0.4083
H 3.77832 1.20680 -1.62452 0.1220
H 4.29917 0.44299 -0.18029 0.3953
H 2.77256 2.87650 -0.33166 -0.0894
H 3.04730 1.94316 1.15563 0.3267
H 1.36227 2.42040 0.61028 -0.1521
C -4.94135 -0.86874 4.49032 -0.3867
O -4.82747 0.41257 4.96811 -0.2641
C -4.18935 0.49705 6.25201 -0.1899
C -3.59219 1.88138 6.34395 -0.0107
N -4.55261 2.93649 6.30082 -0.4260
C -3.89107 4.18653 5.75526 -0.3894
C -4.85737 5.32722 5.59437 -0.5860
O -5.92047 5.08301 4.67278 -0.4185
C -5.63513 4.48433 3.42770 -0.3335
H -5.48585 -1.58027 5.16710 0.1790
H -4.00232 -1.34998 4.26790 0.0443
H -5.53912 -0.73482 3.54991 0.2745
H -3.27630 -0.11111 6.32954 0.0368
H -4.88360 0.25118 6.99487 0.4755
H -2.85837 2.08568 5.54281 -0.2354
H -3.03218 1.85087 7.28263 0.1959
H -5.30030 2.63576 5.64110 0.3652
H -3.37350 3.98246 4.77779 0.1219
H -3.13991 4.55522 6.41787 0.5164
H -4.25328 6.17613 5.22861 0.2689
H -5.44833 5.57343 6.49515 0.3561
H -6.44814 4.85688 2.73774 0.2728
H -5.63491 3.38501 3.52365 0.2746
H -4.72741 4.78972 2.96956 -0.0223
C -2.85203 5.27888 -5.91375 -0.7759
O -1.48565 5.11617 -6.24031 -0.3389
C -0.64153 5.73491 -5.28575 -0.3716
C -0.63719 5.09148 -3.93388 0.6544
N 0.05191 5.99153 -3.00178 0.0475
C -0.76322 6.85786 -2.17426 -0.0872
C 0.02537 7.62536 -1.20731 -0.9214
O 0.64750 6.55808 -0.42203 -0.0295
C 1.12148 6.79106 0.82817 -0.8011
H -3.17606 6.29891 -6.07891 0.3060
H -3.08322 4.91063 -4.90300 0.2939
H -3.35225 4.54918 -6.57189 0.2823
H -0.80822 6.79673 -5.24688 0.5657
H 0.35204 5.63239 -5.72097 0.0919
H -0.04531 4.15720 -3.89822 -0.8724
H -1.55559 4.76346 -3.47193 0.3052
H 0.50758 5.42912 -2.22241 -0.2032
H -1.43924 6.18680 -1.66962 -0.1178
H -1.39401 7.48157 -2.88000 0.4046
H -0.52326 8.36092 -0.63531 0.4561
H 0.81568 8.12571 -1.77116 0.3962
H 2.17149 6.63506 0.92013 0.3112
H 0.68652 6.14587 1.59810 0.0608
H 1.02943 7.81348 1.21444 0.3805
C 3.51554 3.24102 -9.43767 -0.5525
O 4.83487 2.96586 -9.08986 -0.3837
C 5.11663 1.94304 -8.20957 -0.0063
C 6.10107 2.35655 -7.12937 -0.7698
N 5.93660 3.61461 -6.39523 -0.3602
C 4.57473 3.70301 -5.78459 0.4400
C 4.82781 3.94237 -4.24176 -1.0535
O 3.67814 3.91636 -3.40637 0.0272
C 3.70619 5.00694 -2.47353 -0.4497
H 3.41652 4.01791 -10.17144 0.3431
H 2.84660 3.47134 -8.51927 0.0452
H 2.97350 2.43786 -9.87832 0.3365
H 5.50792 1.11929 -8.77113 0.4032
H 4.11540 1.58517 -7.81720 -0.0256
H 7.12088 2.44725 -7.62471 0.3843
H 6.27117 1.55517 -6.35808 0.2794
H 6.02094 4.36903 -7.11409 0.3307
H 4.02274 2.77163 -5.97221 -0.3764
H 3.91428 4.48544 -6.12845 0.3355
H 5.36972 4.90831 -4.19423 0.3568
H 5.56126 3.19075 -3.96913 0.1611
H 2.87696 4.79250 -1.76717 -0.4401
H 3.57894 5.94165 -2.94797 0.4876
H 4.65956 5.11378 -1.88188 0.4497
C 0.50952 0.66032 6.87825 -0.4611
O 0.85840 -0.74360 6.98661 -0.0852
C 1.05679 -1.28919 8.24950 -0.7991
C 0.68637 -2.72961 8.19356 -0.0157
N -0.80820 -2.91582 8.21014 -0.2797
C -1.25730 -4.28203 8.29979 0.2258
C -2.77858 -4.36066 8.29001 -1.1255
O -3.20329 -3.77286 7.01804 -0.0992
C -4.59259 -3.88739 6.87573 -0.8533
H -0.42285 0.90564 7.44401 0.2623
H 0.39369 0.90498 5.84013 -0.0805
H 1.30639 1.34817 7.23209 0.3279
H 0.40535 -0.76324 9.04016 0.3921
H 2.15319 -1.14175 8.62055 0.2876
H 1.12076 -3.28409 9.03884 0.5691
H 1.15206 -3.19329 7.24381 -0.3506
H -1.14205 -2.50912 7.37448 0.1012
H -0.91965 -4.78629 9.19456 0.5837
H -0.92418 -4.91354 7.44318 -0.2949
H -3.18565 -3.71596 9.08574 0.3728
H -3.05671 -5.40165 8.38234 0.4654
H -5.14036 -3.16575 7.45261 0.2944
H -4.86815 -4.89343 7.15595 0.3948
H -4.85482 -3.71932 5.85260 0.1458
C -0.87987 2.42593 -1.82699 0.0572
O -1.26826 1.96247 -0.57259 0.6266
C -1.75402 0.69470 -0.63577 -0.4877
C -2.07626 0.07653 0.69922 -1.3311
N -0.81391 -0.10001 1.41986 2.1087
C -1.03549 -0.14086 2.82972 -0.3461
C 0.24025 -0.48088 3.48793 1.4687
O 1.05601 0.64043 3.32922 0.2253
C 2.41602 0.57878 3.46189 -0.5241
H -0.65701 3.50332 -1.71421 -0.8570
H -1.63035 2.30039 -2.59130 0.6282
H 0.00827 1.79493 -2.25372 0.0755
H -0.96551 -0.00249 -1.16088 -0.4486
H -2.62725 0.62138 -1.23838 1.0345
H -2.47829 -0.92489 0.48356 -0.0460
H -2.82048 0.57813 1.30359 0.5134
H -0.16296 0.68600 1.22419 -1.0734
H -1.75017 -0.96695 2.98374 0.2196
H -1.44674 0.80867 3.29169 -0.6145
H 0.65652 -1.31574 2.78604 -1.0792
H 0.18051 -0.74739 4.53173 0.0019
H 2.77641 1.60084 3.75938 0.2151
H 2.96132 0.18960 2.56138 -0.2450
H 2.69257 -0.02683 4.36044 0.2187
C 0.46791 -8.05698 8.39495 -0.7084
O 0.65373 -7.80307 7.03170 -0.2449
C 2.02379 -7.87061 6.63924 -0.5090
C 2.00786 -7.59889 5.13757 -1.0812
N 1.28813 -6.49292 4.66531 -0.0716
C 1.58779 -5.14844 5.13830 -1.3101
C 0.73497 -4.11265 4.46057 0.6703
O -0.57822 -4.50820 4.81331 -0.6018
C -1.53137 -3.65810 4.15523 0.4531
H -0.23652 -7.28439 8.77469 0.0654
H 1.35408 -7.97997 9.01335 0.3824
H 0.02646 -9.02725 8.55569 0.2984
H 2.48152 -8.86890 6.77364 0.4446
H 2.59928 -7.23070 7.26759 0.4118
H 1.54500 -8.49460 4.73987 0.4671
H 3.03085 -7.49851 4.75132 0.3334
H 0.33225 -6.67899 4.75449 0.2619
H 2.64061 -4.93383 4.93223 0.3369
H 1.45309 -5.07391 6.20754 0.7259
H 0.89236 -3.92759 3.38013 0.0209
H 0.94121 -3.16255 4.95177 -0.2547
H -1.32053 -3.44733 3.10874 -0.0695
H -1.52566 -2.65768 4.66899 -0.3525
H -2.56532 -4.05527 4.29536 0.2843
C 2.34987 0.84647 -4.00195 0.1129
O 1.85135 1.07309 -5.29251 -0.6169
C 0.86618 2.07530 -5.27802 0.4056
C 0.14336 2.24736 -6.61832 -0.8131
N -0.33794 0.98756 -6.99414 0.2754
C -0.36141 0.53589 -8.39586 -0.8644
C -0.46667 -1.00007 -8.41193 -0.7183
O -1.79540 -1.27771 -7.87824 -0.2629
C -2.12997 -2.63916 -7.99042 -0.7980
H 1.74045 0.02908 -3.55747 -0.0864
H 2.28337 1.77361 -3.47454 0.1450
H 3.41489 0.49504 -4.03062 0.1365
H 1.22325 3.09460 -5.08125 0.8660
H 0.14209 1.63982 -4.57168 -0.3276
H 0.94961 2.60289 -7.31031 -0.2787
H -0.64628 2.99193 -6.52962 0.3225
H 0.09862 0.25414 -6.47256 0.0208
H 0.39626 0.93102 -9.02297 0.4007
H -1.32936 0.84445 -8.87183 0.2870
H 0.26282 -1.58664 -7.86911 0.3941
H -0.35525 -1.31584 -9.41289 0.6230
H -1.83652 -2.96347 -9.04877 0.3262
H -3.20545 -2.72629 -8.03308 0.2618
H -1.64141 -3.28237 -7.27116 0.2800
C -0.56332 -3.31481 -0.26847 -0.2735
O -1.88381 -3.42977 0.14735 0.3190
C -2.42468 -4.75743 -0.06196 -0.7486
C -3.93911 -4.77010 -0.11869 -0.6457
N -4.37236 -3.92683 -1.21742 -0.2653
C -5.84937 -3.72076 -1.37467 -0.7072
C -6.14762 -2.53946 -2.33892 -0.5323
O -5.57127 -1.38604 -1.70760 -0.2212
C -5.85143 -0.14771 -2.32832 -0.6418
H 0.11565 -4.03343 0.18259 0.5735
H -0.24702 -2.31295 0.00533 -0.7339
H -0.57694 -3.29715 -1.33798 0.1421
H -2.07871 -5.40698 0.76568 0.2709
H -2.08197 -5.10558 -1.03624 0.3679
H -4.34585 -4.40144 0.87800 0.2813
H -4.35256 -5.81012 -0.27637 0.4188
H -3.98547 -2.98443 -1.09031 0.0806
H -6.25180 -3.41041 -0.43242 0.3412
H -6.35895 -4.66458 -1.64851 0.3953
H -7.18180 -2.25044 -2.50182 0.4941
H -5.58962 -2.62927 -3.28996 0.2469
H -6.83856 0.27897 -2.16862 0.3227
H -5.63711 -0.24010 -3.41482 0.3381
H -5.14045 0.49351 -1.88495 0.0306
C -2.15498 -1.49512 -3.35153 -0.6471
C -1.66128 -0.43693 -4.23019 0.7421
O -2.54873 0.62007 -4.44234 -0.5618
H -3.02392 -2.03562 -3.66031 0.5826
H -2.52916 -1.12458 -2.39190 -0.0742
H -1.36958 -2.21340 -3.21599 0.0748
H -1.47441 -0.86071 -5.22133 0.0879
H -0.69846 -0.02575 -3.92205 -0.6239
H -2.54390 0.75817 -5.39738 0.4101